## one
The following is a quantum chemistry calculation of a 3-piece molecular cluster, C3H11NO3 overall, from the Open Molecules 2025 dataset.

Atoms and positions in Å:
C 0.41 1.90 0.53
N -0.42 1.40 -0.57
C -1.23 0.23 -0.26
C -0.89 -0.71 -1.40
O -0.28 -1.74 -1.22
H 0.68 1.04 1.14
H 1.35 2.32 0.17
H -0.12 2.63 1.13
H -0.94 2.12 -1.05
H -2.33 0.35 -0.29
H -1.00 -0.23 0.69
H -1.12 -0.29 -2.40
H 2.78 -0.07 -0.90
H 2.59 -1.42 -0.30
O 3.27 -0.79 -0.53
H -1.53 -2.67 1.86
H -0.23 -2.14 1.43
O -0.99 -1.94 1.98

Values from the calculation:
multiplicity	1
E_LUMO	0.7	eV
HOMO-LUMO gap	9.79	eV

---

## two
The following is a quantum chemistry calculation of C3H11NO3 as an isolated structure, from the Open Molecules 2025 dataset.

Atoms and positions in Å:
C 1.22 -0.62 -0.10
C 2.06 0.12 0.90
C 0.85 0.08 -1.36
H 1.45 -1.68 -0.20
H 0.05 -0.75 0.56
H 2.11 -0.41 1.86
H 0.87 -0.58 -2.23
H 3.10 0.23 0.55
H 1.67 1.12 1.08
H -0.20 0.48 -1.30
H 1.48 0.96 -1.55
N -2.96 0.90 -1.28
O -1.03 -0.64 1.09
O -1.87 0.59 -0.67
O -1.01 -1.24 2.38
H -0.82 -0.48 2.96
H -3.44 1.76 -1.02
H -3.51 0.15 -1.68

Values from the calculation:
multiplicity	1
E_LUMO (spin up / spin down)	0.4 / -0.5	eV
HOMO-LUMO gap (spin up / spin down)	8.52 / 8.46	eV

---

Which of them is the most stable, and which is the least stable? one and two, in that order.

---

## one
The following is a quantum chemistry calculation of a 3-piece molecular cluster, C3H11NO3 overall, from the Open Molecules 2025 dataset.

Atoms and positions in Å:
C -1.10 -0.17 -1.31
N -1.04 0.94 -0.35
C 0.20 1.12 0.14
C 0.79 -0.22 1.21
O 2.06 -0.11 1.18
H -0.16 -0.10 -1.87
H -1.89 0.01 -2.04
H -1.17 -1.16 -0.87
H -1.65 0.63 0.57
H 0.99 0.97 -0.62
H 0.26 2.11 0.58
H 0.32 -1.12 0.83
H 0.31 0.04 2.16
H -2.97 -0.47 1.69
O -2.04 -0.40 1.41
H 2.31 -0.42 0.15
H 2.69 -1.08 -1.70
O 2.08 -0.58 -1.17

Values from the calculation:
multiplicity	1
E_LUMO	-3.5	eV
HOMO-LUMO gap	5.92	eV

---

## two
The following is a quantum chemistry calculation of a 3-piece molecular cluster, C3H11NO3 overall, from the Open Molecules 2025 dataset.

Atoms and positions in Å:
C 1.55 -0.35 0.89
C 0.65 0.41 -0.10
C -0.08 1.45 0.75
O 0.63 2.15 1.51
N 0.77 -1.20 1.86
H 2.16 0.45 1.50
H 2.21 -1.07 0.41
H -0.13 -0.38 -0.57
H 1.35 0.84 -0.86
H -1.22 1.51 0.80
H 1.32 -1.95 2.41
H 0.24 -1.99 1.30
H 0.67 1.62 -5.69
H -0.13 0.32 -5.98
O 0.13 0.89 -5.30
H -2.26 -2.61 1.84
H -3.45 -1.66 1.55
O -3.12 -2.51 1.41

Values from the calculation:
multiplicity	1
E_LUMO	0.7	eV
HOMO-LUMO gap	10.37	eV

---

Which of them is the most stable, and which is the least stable? two and one, in that order.

---

## one
The following is a quantum chemistry calculation of a 4-piece molecular cluster, H10NO3 overall, from the Open Molecules 2025 dataset.

Atoms and positions in Å:
N -0.32 -0.10 1.59
H -0.72 0.86 1.57
H 0.04 -0.18 2.56
H -1.07 -0.84 1.29
H 0.42 0.00 0.98
H -0.17 1.54 -5.06
H -0.26 2.82 -4.19
O -0.27 1.86 -4.13
H 3.39 0.13 0.74
H 2.85 0.86 2.00
O 2.55 0.55 1.06
H -1.68 -2.50 -0.09
H -2.81 -2.79 0.83
O -1.95 -2.21 0.84

Values from the calculation:
multiplicity	1
E_LUMO	-3.5	eV
charge	+1
HOMO-LUMO gap	10.22	eV

---

## two
The following is a quantum chemistry calculation of a 4-piece molecular cluster, H10NO3 overall, from the Open Molecules 2025 dataset.

Atoms and positions in Å:
N 0.13 -0.24 0.62
H 1.01 -0.69 0.37
H 0.19 -0.15 1.62
H 0.08 0.65 0.04
H -0.67 -0.84 0.39
H 3.67 0.55 -0.32
H 3.13 -0.76 -0.91
O 2.90 -0.03 -0.32
H -2.34 -2.15 -0.08
H -3.47 -1.61 0.65
O -2.50 -1.53 0.65
H -0.11 2.45 -1.39
H -1.41 2.44 -0.57
O -0.61 1.93 -0.75

Values from the calculation:
multiplicity	1
E_LUMO	-3.1	eV
charge	+1
HOMO-LUMO gap	12.70	eV

---

## three
The following is a quantum chemistry calculation of a 4-piece molecular cluster, H10NO3 overall, from the Open Molecules 2025 dataset.

Atoms and positions in Å:
N 1.14 1.07 -0.83
H 1.19 1.78 -0.02
H 0.18 0.60 -0.85
H 1.39 1.35 -1.78
H 1.82 0.20 -0.60
H -1.98 -0.24 -0.21
H -2.06 -0.05 -1.73
O -1.48 0.02 -1.03
H 1.43 -1.45 0.40
H 2.77 -1.09 1.00
O 2.32 -1.22 0.15
H -2.23 -1.11 2.01
H -2.26 0.47 2.02
O -2.23 -0.34 1.46

Values from the calculation:
multiplicity	1
E_LUMO	-3.5	eV
charge	+1
HOMO-LUMO gap	12.16	eV

---

## four
The following is a quantum chemistry calculation of a 4-piece molecular cluster, H10NO3 overall, from the Open Molecules 2025 dataset.

Atoms and positions in Å:
N -0.21 0.10 0.59
H -0.08 -0.92 0.80
H -0.26 0.55 1.51
H 0.57 0.63 0.16
H -1.06 0.43 0.10
H 0.32 -2.89 2.01
H 0.56 -3.15 0.58
O -0.02 -2.62 1.12
H -2.03 1.98 -1.17
H -2.95 0.93 -1.77
O -2.19 1.04 -1.18
H 2.49 0.88 -1.55
H 2.70 1.92 -0.53
O 2.16 1.13 -0.68

Values from the calculation:
multiplicity	1
E_LUMO	-3.1	eV
charge	+1
HOMO-LUMO gap	12.97	eV

---

Which of them is the most stable, and which is the least stable? four and one, in that order.

---

## one
The following is a quantum chemistry calculation of a 2-piece molecular cluster, C2H8N4O overall, from the Open Molecules 2025 dataset.

Atoms and positions in Å:
N 1.62 -1.04 1.86
C 1.90 -0.13 0.86
N 1.13 1.02 0.90
O 2.78 -0.33 0.02
H 0.74 -1.00 2.31
H 2.08 -1.95 1.69
H 1.45 1.67 0.18
H 0.11 0.84 0.88
N -1.06 -0.13 -2.07
C -1.98 0.31 -1.16
N -1.66 0.40 0.10
H -1.42 -0.45 -2.97
H -0.25 -0.60 -1.69
H -2.97 0.59 -1.54
H -2.45 0.81 0.63

Values from the calculation:
multiplicity	1
E_LUMO	0.7	eV
HOMO-LUMO gap	9.98	eV

---

## two
The following is a quantum chemistry calculation of a 2-piece molecular cluster, C2H8N4O overall, from the Open Molecules 2025 dataset.

Atoms and positions in Å:
N 0.01 0.58 0.58
N -0.69 1.68 0.14
C 2.43 -0.14 0.45
N 1.50 0.40 -0.23
H 0.01 0.31 1.56
H -0.80 1.64 -0.88
H -0.31 2.58 0.40
H 2.62 0.14 1.50
H 3.17 -0.78 -0.04
N -1.85 -0.67 -0.98
C -0.73 -1.13 -0.24
O -0.75 -2.15 0.48
H -2.41 -1.36 -1.47
H -2.43 -0.07 -0.40
H 0.23 -1.03 -0.87

Values from the calculation:
multiplicity	1
E_LUMO	0.1	eV
HOMO-LUMO gap	8.68	eV

---

Which of them is the most stable, and which is the least stable? one and two, in that order.

---

## one
The following is a quantum chemistry calculation of an isolated ion of composition C4H10N2O and charge -1, from the Open Molecules 2025 dataset.

Atoms and positions in Å:
O 1.73 -0.55 -2.34
C 1.29 -1.41 -1.49
C 0.58 -0.92 -0.21
C -0.25 0.34 -0.46
C -0.17 1.31 0.71
N -1.05 2.48 0.49
N -0.30 -1.97 0.33
H 1.05 -2.46 -1.73
H 1.40 -0.73 0.52
H 0.08 0.88 -1.35
H -1.25 -0.05 -0.61
H -0.51 0.74 1.58
H 0.84 1.64 0.92
H -1.99 2.09 0.52
H -1.09 3.05 1.34
H 0.30 -2.77 0.56
H -0.65 -1.67 1.24

Values from the calculation:
multiplicity	2
E_LUMO (spin up / spin down)	3.8 / 3.7	eV
charge	-1
HOMO-LUMO gap (spin up / spin down)	3.48 / 6.74	eV

---

## two
The following is a quantum chemistry calculation of an isolated ion of composition C4H10N2O and charge -1, from the Open Molecules 2025 dataset.

Atoms and positions in Å:
O -1.81 1.30 0.81
C -1.61 0.07 0.36
C -0.38 -0.84 0.26
C 0.89 -0.49 -0.56
C 1.04 1.01 -0.84
N 1.05 1.71 0.46
N -0.66 -2.24 0.41
H -2.57 -0.48 0.17
H -0.37 -0.13 1.19
H 0.88 -1.15 -1.44
H 1.79 -0.83 -0.03
H 0.27 1.31 -1.55
H 1.97 1.27 -1.36
H 0.03 2.00 0.65
H 1.64 2.53 0.44
H -0.93 -2.40 1.36
H -1.24 -2.64 -0.32

Values from the calculation:
multiplicity	2
E_LUMO (spin up / spin down)	4.4 / 4.3	eV
charge	-1
HOMO-LUMO gap (spin up / spin down)	4.11 / 7.51	eV

---

Which of them is the most stable, and which is the least stable? one and two, in that order.